No. 1
This record from the Open Molecules 2025 dataset describes a cluster of 2 separate species, C18H38N6O6P in total. The level of theory is wB97M-V/def2-TZVPD.

Calculated values
2S+1 ... 1
E_HOMO ... -12.03 eV
Gap between HOMO and LUMO ... 7.7 eV
E_LUMO ... -4.355 eV
Charge ... +1
Calculated total energy ... -1829.38761 Eh

Last column: natural (NBO) charge in e.
Cartesian coordinates (Å):
1 C 0.059 2.304 4.069  -0.6484
2 C 1.506 1.784 3.482  -0.2705
3 N 1.768 2.486 2.169  -0.4031
4 N 1.332 1.764 1.070  -0.1793
5 C 0.485 0.520 0.925  0.1769
6 N 0.372 0.144 -0.568  -0.7250
7 P -0.507 -1.304 -1.227  2.1721
8 N 0.473 -2.630 -1.137  -1.1999
9 O -1.938 -1.563 -0.234  -0.9061
10 O -1.043 -1.047 -2.899  -0.8875
11 C 1.129 1.185 -1.410  0.2139
12 C 1.355 1.290 -3.030  -0.4642
13 C 2.175 -0.014 -3.616  -0.4282
14 C 3.607 -0.311 -2.873  -0.2366
15 N 3.984 -1.798 -2.982  -0.8214
16 C 1.741 2.245 -0.319  0.1792
17 C 2.626 3.590 -0.632  -0.4629
18 C 1.668 4.908 -0.269  -0.4122
19 C 0.091 4.702 -0.665  -0.4463
20 C -0.870 4.247 0.617  -0.2411
21 N -2.168 5.028 0.490  -0.6519
22 C -3.364 4.126 0.261  0.6629
23 C -3.431 2.853 -0.779  -0.7365
24 O -4.485 4.435 0.966  -0.5809
25 H 0.094 3.496 4.005  0.2310
26 H -0.853 1.955 3.423  0.2173
27 H -0.051 2.040 5.226  0.2555
28 H 1.639 0.622 3.463  0.2125
29 H 2.329 2.192 4.245  0.2448
30 H 2.813 2.528 2.078  0.3900
31 H 0.021 -0.087 1.812  0.3003
32 H 1.408 -2.356 -0.742  0.3897
33 H -2.532 -0.763 -0.361  0.4988
34 H -1.423 -0.113 -2.934  0.4950
35 H 1.957 2.250 -3.362  0.2662
36 H 0.314 1.347 -3.582  0.2407
37 H 1.483 -0.957 -3.551  0.2368
38 H 2.430 0.207 -4.758  0.2479
39 H 4.433 0.332 -3.435  0.2059
40 H 3.641 -0.031 -1.734  0.1650
41 H 3.133 -2.328 -2.635  0.3535
42 H 4.716 -1.966 -2.242  0.3608
43 H 2.965 3.693 -1.750  0.2652
44 H 3.592 3.590 0.032  0.2423
45 H 2.091 5.840 -0.852  0.2440
46 H 1.784 5.109 0.885  0.2232
47 H -0.332 5.769 -0.993  0.2545
48 H -0.104 3.992 -1.578  0.2114
49 H -1.030 3.068 0.646  0.1837
50 H -0.355 4.505 1.662  0.2163
51 H -2.321 5.544 1.394  0.4134
52 H -3.880 1.883 -0.250  0.2487
53 H -4.201 3.116 -1.646  0.2814
54 H -2.363 2.571 -1.219  0.2013
55 C -3.724 -5.095 0.591  -0.6418
56 C -2.285 -4.638 0.758  -0.0698
57 O -1.593 -5.450 1.715  -0.5031
58 C -1.219 -6.679 1.282  0.9829
59 O -1.416 -7.140 0.166  -0.6395
60 O -0.618 -7.325 2.311  -0.4975
61 C -0.273 -8.677 2.021  -0.2588
62 H -4.233 -5.127 1.560  0.2126
63 H -4.269 -4.422 -0.076  0.2113
64 H -3.775 -6.106 0.174  0.2336
65 H -2.275 -3.614 1.147  0.1811
66 H -1.749 -4.625 -0.198  0.2001
67 H 0.335 -8.747 1.112  0.1981
68 H -1.182 -9.280 1.925  0.1922
69 H 0.314 -9.066 2.858  0.1980

Cartesian forces (eV/Å) of the 3 atoms listed first:
0.53 0.84 0.21
-0.43 0.72 2.17
1.21 -1.48 1.37



No. 2
This record from the Open Molecules 2025 dataset describes a structure of composition C18H38O14V. The level of theory is wB97M-V/def2-TZVPD.

Calculated values
2S+1 ... 3
E_HOMO (spin up / spin down) ... -11.29 / -11.29 eV
Gap between HOMO and LUMO (spin up / spin down) ... 4.1 / 5.2 eV
E_LUMO (spin up / spin down) ... -7.185 / -6.091 eV
Charge ... +1
Calculated total energy ... -2705.63397 Eh

Last column: Löwdin spin population.
Cartesian coordinates (Å):
1 V 1.479 -1.966 3.614  2.1118
2 O 1.122 -0.690 2.158  -0.0362
3 H 1.057 -0.234 1.297  0.0004
4 O -0.207 -2.991 3.415  -0.0912
5 H -1.042 -3.428 3.672  -0.0004
6 C -3.271 0.391 -2.905  0.0000
7 O -2.798 -0.203 -1.743  0.0000
8 C -3.038 -1.467 -1.523  0.0000
9 O -3.630 -2.218 -2.297  -0.0001
10 O -2.475 -1.928 -0.353  -0.0002
11 C -1.895 -1.053 0.639  -0.0013
12 H -3.203 1.479 -2.931  0.0000
13 H -4.319 0.136 -3.063  0.0000
14 H -2.832 0.086 -3.855  0.0000
15 H -1.132 -0.442 0.156  0.0001
16 H -1.416 -1.545 1.485  -0.0011
17 H -2.617 -0.366 1.080  -0.0001
18 C 0.419 -3.860 0.279  0.0000
19 O 1.809 -3.893 0.085  0.0031
20 C 2.690 -3.697 1.132  0.0027
21 O 2.371 -3.406 2.271  0.0123
22 O 3.987 -3.757 0.604  0.0008
23 C 5.131 -3.492 1.435  0.0000
24 H 0.120 -2.977 0.845  0.0000
25 H -0.007 -4.693 0.839  0.0000
26 H -0.122 -3.685 -0.651  0.0000
27 H 5.569 -4.403 1.841  0.0000
28 H 5.014 -2.775 2.247  0.0000
29 H 5.991 -3.174 0.845  0.0000
30 C -0.472 1.710 2.615  0.0001
31 O -1.350 2.859 2.492  0.0000
32 C -2.710 2.652 2.426  0.0000
33 O -3.312 1.606 2.375  0.0000
34 O -3.270 3.929 2.226  0.0000
35 C -4.673 4.084 2.176  0.0000
36 H 0.412 1.898 3.224  0.0001
37 H -0.203 1.385 1.609  -0.0001
38 H -0.915 0.778 2.967  0.0001
39 H -4.817 4.942 1.519  0.0000
40 H -5.086 4.351 3.149  0.0000
41 H -5.235 3.313 1.650  0.0000
42 C -0.393 2.108 -1.194  0.0000
43 C -0.820 3.555 -1.148  0.0000
44 O 0.003 4.455 -0.965  0.0000
45 C -2.320 3.832 -1.185  0.0000
46 H -1.257 1.453 -1.300  0.0000
47 H 0.078 1.907 -0.232  0.0000
48 H 0.401 1.898 -1.912  0.0000
49 H -2.575 4.756 -0.666  0.0000
50 H -2.876 2.995 -0.761  0.0000
51 H -2.679 3.834 -2.214  0.0000
52 C 4.290 -0.118 0.773  0.0002
53 C 3.474 0.981 0.117  0.0001
54 O 3.321 1.041 -1.069  0.0000
55 C 2.806 1.985 1.076  -0.0009
56 H 5.309 0.246 0.640  0.0000
57 H 4.167 -1.107 0.331  0.0000
58 H 4.150 -0.224 1.849  0.0002
59 H 2.129 2.616 0.499  0.0000
60 H 3.503 2.625 1.617  -0.0001
61 H 2.236 1.427 1.818  -0.0003
62 C 1.081 -1.031 -2.325  0.0000
63 C 0.350 -0.811 -3.658  0.0000
64 O -0.094 0.337 -3.963  0.0000
65 C 0.178 -1.997 -4.583  0.0000
66 H 0.901 -0.241 -1.596  0.0000
67 H 2.122 -0.947 -2.636  0.0000
68 H 1.007 -2.011 -1.854  0.0000
69 H -0.517 -2.749 -4.210  0.0000
70 H 1.132 -2.481 -4.788  0.0000
71 H -0.233 -1.591 -5.508  0.0000

Cartesian forces (eV/Å) of the 3 atoms listed first:
-4.80 -0.92 -5.87
0.98 -1.56 3.16
0.26 -0.81 0.51



No. 3
This record from the Open Molecules 2025 dataset describes a structure of composition C18H39As3BNO2STi. The level of theory is wB97M-V/def2-TZVPD.

Calculated values
2S+1 ... 2
E_HOMO (spin up / spin down) ... -10.74 / -10.74 eV
Gap between HOMO and LUMO (spin up / spin down) ... 7.6 / 7.7 eV
E_LUMO (spin up / spin down) ... -3.157 / -3.002 eV
Charge ... +1
Calculated total energy ... -8894.14147 Eh

Last column: Löwdin spin population.
Cartesian coordinates (Å):
1 Ti -0.786 0.944 -1.242  1.0721
2 C 2.203 2.863 -0.995  0.0128
3 As 1.483 1.252 -0.126  0.0140
4 C 3.047 0.082 -0.389  -0.0040
5 C 1.591 1.901 1.729  0.0037
6 C 0.882 1.098 2.842  0.0004
7 C 1.440 -0.317 2.940  -0.0001
8 C -0.622 1.109 2.694  0.0042
9 As -1.462 0.049 1.139  0.0109
10 C -1.642 -1.694 2.051  -0.0047
11 C -3.377 0.518 1.226  0.0104
12 C 1.288 1.791 4.158  0.0010
13 As 0.936 3.645 4.762  -0.0001
14 C 0.286 4.578 3.129  -0.0001
15 C -0.854 3.452 5.657  0.0000
16 H 3.250 2.958 -0.709  0.0013
17 H 1.629 3.720 -0.702  -0.0005
18 H 2.193 2.733 -2.079  0.0006
19 H 3.966 0.656 -0.304  -0.0005
20 H 3.075 -0.254 -1.468  0.0000
21 H 3.075 -0.794 0.231  -0.0001
22 H 1.173 2.893 1.702  -0.0003
23 H 2.657 2.033 1.945  0.0001
24 H 1.241 -0.819 1.993  -0.0002
25 H 0.957 -0.894 3.805  0.0000
26 H 2.506 -0.279 3.089  0.0000
27 H -0.974 2.152 2.593  -0.0004
28 H -1.043 0.750 3.574  0.0003
29 H -2.174 -1.484 2.972  -0.0006
30 H -0.651 -2.057 2.262  -0.0001
31 H -2.128 -2.416 1.387  0.0000
32 H -3.757 0.405 2.238  0.0012
33 H -3.913 -0.205 0.603  0.0003
34 H -3.524 1.526 0.874  -0.0006
35 H 2.334 1.650 4.143  0.0000
36 H 1.042 1.154 4.991  0.0000
37 H 1.165 4.912 2.518  0.0000
38 H -0.156 5.478 3.534  0.0000
39 H -0.443 4.042 2.549  -0.0003
40 H -0.765 2.825 6.574  0.0000
41 H -1.580 2.951 4.986  0.0000
42 H -1.213 4.427 5.898  0.0000
43 S -1.372 2.817 -0.577  -0.1306
44 C -3.325 0.987 -3.840  0.0021
45 N -2.442 0.216 -3.567  0.0036
46 C 0.534 -2.668 -2.039  0.0003
47 C 0.242 -2.405 -3.489  0.0000
48 C 1.486 -2.368 -4.378  0.0000
49 O -0.294 -0.966 -3.485  0.0019
50 B -1.671 -1.066 -3.761  0.0016
51 O -2.164 -2.337 -3.832  0.0003
52 C -0.995 -3.234 -4.072  0.0000
53 C -0.963 -3.342 -5.596  0.0000
54 C -1.327 -4.600 -3.439  0.0000
55 H 1.284 -1.928 -1.705  0.0001
56 H 0.957 -3.705 -1.949  0.0000
57 H -0.349 -2.634 -1.423  0.0002
58 H 2.196 -1.733 -3.854  0.0000
59 H 1.286 -1.891 -5.357  0.0000
60 H 1.925 -3.424 -4.460  0.0000
61 H -0.761 -2.362 -6.031  0.0000
62 H -1.925 -3.704 -5.961  0.0000
63 H -0.215 -4.069 -5.929  0.0000
64 H -1.409 -4.660 -2.350  0.0000
65 H -0.744 -5.412 -3.882  0.0000
66 H -2.312 -4.848 -3.799  0.0000

Cartesian forces (eV/Å) of the 3 atoms listed first:
-0.39 -0.60 -0.64
0.56 -0.92 -0.18
1.15 0.72 -0.16



No. 4
This record from the Open Molecules 2025 dataset describes a structure of composition C18H39B2BeBr2Cl2F4LiMgN2O5. The level of theory is wB97M-V/def2-TZVPD.

Calculated values
2S+1 ... 1
E_HOMO ... -6.98 eV
Gap between HOMO and LUMO ... 2.0 eV
E_LUMO ... -4.987 eV
Charge ... 0
Calculated total energy ... -7934.50181 Eh

Last column: Mulliken charge in e.
Cartesian coordinates (Å):
1 C 3.666 1.838 4.284  -0.6728
2 B 2.820 2.617 3.103  0.6332
3 O 2.982 2.218 1.690  -0.2845
4 C 1.742 2.570 0.953  0.1466
5 C 0.635 2.788 2.168  -0.3094
6 N -0.691 2.063 2.098  0.1792
7 C -0.559 0.618 2.623  -0.8562
8 C -1.739 2.678 3.015  0.5007
9 C -1.473 3.901 4.087  -0.7629
10 O -3.003 2.170 3.008  -0.5879
11 O 1.391 2.288 3.361  -0.5667
12 H 3.914 0.744 3.928  0.0905
13 H 2.950 1.775 5.232  0.1999
14 H 4.684 2.403 4.535  0.1640
15 H 2.810 3.791 3.193  -0.2928
16 H 1.996 3.687 0.619  -0.1664
17 H 1.438 1.946 0.010  0.4554
18 H 0.652 3.965 2.278  0.1809
19 H 0.360 0.057 2.165  0.2689
20 H -0.579 0.608 3.811  0.2383
21 H -1.583 0.095 2.301  0.3377
22 H -0.434 3.673 4.627  0.1786
23 H -1.388 4.900 3.442  0.2442
24 H -2.287 3.991 4.930  0.3008
25 Li 4.597 1.126 1.112  0.8195
26 Mg 2.797 3.922 -1.216  -0.1612
27 Cl 2.797 -0.590 4.853  -0.4075
28 C -2.341 0.521 -0.311  -0.9363
29 C -2.369 0.829 -1.817  0.7834
30 C -3.829 0.899 -2.295  -1.2841
31 O -1.783 -0.174 -2.448  -0.3436
32 H -2.829 -0.432 -0.068  0.2700
33 H -1.313 0.480 0.072  0.1935
34 H -2.865 1.306 0.247  0.3454
35 H -1.969 1.848 -1.923  0.1870
36 H -4.372 -0.040 -2.126  0.2113
37 H -3.890 1.135 -3.365  0.4018
38 H -4.368 1.688 -1.756  0.3680
39 C 4.157 1.971 -6.131  -1.0785
40 C 4.308 0.470 -6.342  -0.4435
41 C 3.715 -0.360 -5.204  -0.2766
42 C 4.423 -0.154 -3.933  0.1803
43 N 4.979 0.016 -2.929  -0.4298
44 H 4.701 2.308 -5.243  0.3129
45 H 4.557 2.515 -6.992  0.3179
46 H 3.104 2.246 -6.014  0.2985
47 H 5.370 0.230 -6.473  0.2916
48 H 3.802 0.198 -7.276  0.3075
49 H 3.772 -1.421 -5.475  0.2751
50 H 2.652 -0.121 -5.083  0.2567
51 B -2.172 -3.638 -3.227  0.6605
52 F -3.337 -2.830 -3.550  -0.3690
53 F -0.967 -2.938 -3.643  -0.3483
54 F -2.126 -3.872 -1.793  -0.3049
55 F -2.257 -4.911 -3.923  -0.3502
56 Br 6.736 -1.534 5.194  -0.0906
57 C 5.606 -3.026 4.644  -0.5483
58 C 6.164 -3.713 3.420  -0.4900
59 Br 5.808 -2.677 1.806  0.1885
60 H 4.599 -2.627 4.497  0.2656
61 H 5.600 -3.708 5.500  0.3439
62 H 5.668 -4.673 3.256  0.3799
63 H 7.245 -3.871 3.465  0.4023
64 C -8.554 -2.212 -0.855  -1.3902
65 C -7.096 -1.910 -1.160  0.4688
66 C -6.171 -2.551 -0.139  -1.1198
67 O -6.896 -0.499 -1.158  -0.5178
68 H -8.840 -1.815 0.126  0.3527
69 H -9.209 -1.734 -1.591  0.3294
70 H -8.745 -3.290 -0.864  0.3747
71 H -6.847 -2.275 -2.163  0.2951
72 H -6.372 -2.167 0.868  0.3489
73 H -5.126 -2.315 -0.364  0.1638
74 H -6.290 -3.639 -0.127  0.3700
75 H -7.114 -0.166 -0.272  0.3406
76 Be -0.709 -5.025 -1.231  0.4947
77 Cl 5.291 -4.184 -0.039  -0.3292

Cartesian forces (eV/Å) of the 3 atoms listed first:
1.21 1.21 0.72
-2.10 -1.24 1.42
-0.33 -1.33 -2.70